An isolated molecule of C2H7PS3, computed with ωB97M-V/def2-TZVPD.

Computed properties:
HOMO-LUMO gap: 0.3020 hartree
Energy relative to the best compared isomer or geometry (same formula, charge and spin): 1.001 eV
LUMO energy: -0.318 eV
Spin multiplicity: 1
SMILES string: CCP(=S)(S)S

CARTESIAN COORDINATES (ANGSTROEM)
C 1.68880 -0.35040 0.27493
C 0.64397 0.35281 -0.70866
P -0.99080 0.19481 0.14822
S -1.39477 -2.02132 0.64272
S -1.15797 1.44992 1.75912
S -2.24629 0.89193 -1.44256
H 2.64710 -0.18147 -0.26807
H 1.78684 0.11320 1.28160
H 1.32478 -1.37136 0.40084
H 0.35271 -0.34643 -1.51287
H 0.94388 1.26852 -1.12729
H -1.28067 0.24936 2.47078
H -2.31758 -0.24957 -1.91875